[1]
A 2-piece molecular cluster, C5H11NO2 overall at a distorted geometry, computed with the ωB97M-V functional and the def2-TZVPD basis.

Positions of all 19 atoms, in Å:
1 C -1.15 -1.64 1.94
2 C -0.26 -1.23 0.98
3 N 1.10 -1.96 0.73
4 C -0.42 -0.33 -0.21
5 C -0.92 1.02 -0.01
6 C -1.55 1.66 -1.23
7 O -0.92 2.11 -2.12
8 H -0.82 -2.31 2.65
9 H -1.92 -1.31 2.21
10 H 1.32 -2.91 0.97
11 H 1.48 -1.71 -0.15
12 H -0.97 -1.08 -0.95
13 H 0.52 -0.07 -0.76
14 H -0.14 1.71 0.21
15 H -1.50 0.85 0.93
16 H -2.63 2.03 -1.06
17 O 3.16 1.82 -1.70
18 H 2.26 1.67 -1.73
19 H 3.35 1.66 -0.72

* LUMO energy: 0.495 eV
* HOMO-LUMO gap: 9.2 eV
* HOMO energy: -8.735 eV
* SMILES: C=C(N)CCC=O.O



[2]
A 2-piece molecular cluster, C5H11NO2 overall at a distorted geometry, computed with the ωB97M-V functional and the def2-TZVPD basis.

Positions of all 19 atoms, in Å:
1 O 0.83 -2.23 -2.34
2 C 0.73 -1.33 -1.55
3 N 1.17 -1.49 -0.25
4 C 1.80 -0.42 0.48
5 C -0.90 0.80 0.59
6 C -2.17 1.02 1.38
7 O 0.06 1.57 0.97
8 C 0.21 0.00 -1.87
9 H 1.47 -2.44 -0.11
10 H 1.74 0.49 -0.07
11 H 1.21 -0.22 1.38
12 H -1.08 0.79 -0.59
13 H -1.93 1.00 2.44
14 H -3.05 0.41 1.19
15 H -2.47 2.05 1.22
16 H -0.63 -0.29 0.62
17 H -0.48 0.03 -2.69
18 H 2.85 -0.65 0.70
19 H 0.66 0.91 -1.50

* LUMO energy: -2.678 eV
* HOMO-LUMO gap: 6.1 eV
* HOMO energy: -8.733 eV



[3]
An isolated ion of composition C5H11NO2 and charge +1 at a distorted geometry, computed with the ωB97M-V functional and the def2-TZVPD basis.

Positions of all 19 atoms, in Å:
1 O -3.56 0.34 -0.36
2 C -2.39 0.45 -0.66
3 N -1.53 0.79 0.35
4 C -0.11 0.62 0.34
5 C 0.29 -0.79 -0.20
6 C 1.53 -0.66 -1.08
7 O 2.23 -1.88 -1.18
8 C 0.41 0.84 1.77
9 H -2.06 0.25 -1.69
10 H -1.94 1.10 1.24
11 H 0.35 1.42 -0.25
12 H -0.52 -1.24 -0.79
13 H 0.48 -1.45 0.64
14 H 1.25 -0.23 -2.05
15 H 2.26 0.04 -0.68
16 H 1.89 -2.41 -1.88
17 H 0.12 0.01 2.39
18 H -0.14 1.68 2.18
19 H 1.45 1.11 1.92

* spin multiplicity: 2
* LUMO energy (spin up / spin down): -4.231 / -9.134 eV
* HOMO-LUMO gap (spin up / spin down): 10.4 / 5.3 eV
* HOMO energy (spin up / spin down): -14.585 / -14.438 eV
* total charge: +1



Sequential DFT total energy output: -402.200337 -402.151753 -401.989043 a.u.
Sequential energy relative to the best compared isomer or geometry (same formula, charge and spin) output: 4.8383 6.1604 1.7976 eV